1.
Molecular formula: C41H53N11O6S
Method: DFT, ωB97M-V with the def2-TZVPD basis set

Geometry as XYZ:
```
112
Properties=species:S:1:pos:R:3:forces:R:3:mulliken_charge:R:1
S -0.260313 -0.189572 0.160898 -0.420 0.475 0.337 -0.295
O 0.554386 0.938978 0.671378 1.313 0.088 -1.273 0.331
O -1.638654 0.216773 0.210758 -1.806 0.122 0.492 -1.141
O -0.046892 -0.614376 -1.218622 2.189 0.859 -0.585 0.164
O -0.090618 -1.320142 1.042346 0.935 -0.113 0.602 -1.094
N 1.540663 -2.513721 -2.311195 -1.071 -0.353 0.504 1.169
C 2.334724 -2.221279 -3.436264 -1.453 -3.544 0.817 -0.645
C 2.652988 -3.482761 -4.040331 -2.500 0.434 5.711 -0.990
C 2.170002 -4.559737 -3.138506 -2.688 5.091 1.495 -0.906
C 1.312892 -3.853790 -2.071105 8.902 2.243 -9.834 -0.482
H 0.947433 -1.821294 -1.783013 1.125 -0.443 -0.716 -0.077
H 2.404476 -1.194982 -3.711505 0.429 0.312 -0.337 0.528
H 3.196400 -3.652871 -4.863795 1.950 -0.350 -2.874 0.586
H 2.137937 -5.602864 -3.290682 0.245 -0.874 -0.231 0.444
H 0.754091 -4.310683 -1.470229 -4.656 -2.896 5.384 0.646
N -0.794885 -3.683845 0.852297 3.100 -1.401 1.829 0.954
C -0.337286 -4.890662 1.520097 -4.386 -1.495 -2.243 -0.491
C -1.406622 -5.936783 1.090310 1.830 8.674 -2.596 -0.919
C -2.254434 -5.265763 0.075439 0.549 2.378 0.063 -1.006
C -1.799058 -3.822320 -0.000032 -0.338 -6.665 2.071 -0.737
H -0.375420 -2.684769 0.913889 -0.521 -1.975 0.083 0.147
H 0.585009 -5.082874 2.149679 -1.433 0.877 -0.993 0.181
H -1.428602 -6.900117 1.307806 0.023 -4.098 1.102 0.563
H -3.149700 -5.593902 -0.611130 2.021 0.264 1.847 0.243
H -2.148571 -2.961409 -0.419099 -1.262 1.817 -1.549 1.027
N -2.834451 2.320470 -0.380455 -2.349 4.608 -2.148 1.130
C -3.598221 3.118997 0.490117 -3.549 0.024 -1.518 -0.727
C -4.353879 4.134682 -0.244911 5.647 -2.154 -2.357 -0.979
C -3.725459 4.269489 -1.616394 1.565 -7.893 4.901 -0.944
C -2.909291 2.990874 -1.716870 -2.093 2.798 4.059 -0.460
H -2.403353 1.427566 -0.059802 0.243 0.838 -0.865 0.081
H -4.061444 2.709533 1.459875 1.573 0.649 -1.464 0.455
H -5.035971 4.813526 0.090053 -1.610 1.550 1.358 0.501
H -3.752824 4.937172 -2.381597 -0.581 1.802 -1.894 0.598
H -2.404157 2.647355 -2.574830 0.805 -0.504 -0.526 0.535
N -0.572893 2.079488 2.818871 0.435 -2.072 -2.476 0.822
C 0.072405 2.749432 3.791140 -0.354 1.147 0.851 -0.049
C -0.967677 3.106412 4.790154 0.988 0.680 -0.291 -0.686
C -2.226982 2.572751 4.293346 0.401 -1.294 -1.133 -0.984
C -1.923193 1.812992 3.074900 0.618 0.641 -0.119 -0.035
H 0.008658 1.677220 1.859959 -2.182 0.840 2.961 -0.192
H 1.235493 2.897332 3.522406 -2.947 0.143 1.476 0.189
H -0.866729 3.781266 5.772789 -0.059 -1.777 -2.569 0.191
H -3.269740 2.690811 4.758428 1.979 -0.329 -0.707 0.283
H -2.420146 1.061690 2.267755 0.801 2.286 2.626 0.477
N 1.013865 -1.542381 3.437392 0.495 -2.526 0.262 0.678
C 1.465570 -0.391788 4.069855 -0.314 -3.943 3.205 -0.210
C 1.799331 -0.848265 5.453558 -0.866 -1.043 -3.062 -0.910
C 1.533870 -2.323441 5.485035 -0.097 1.318 -2.745 -0.730
C 1.146501 -2.789739 4.124263 2.549 11.782 6.618 -0.666
H 0.477376 -1.635924 2.581705 0.528 1.187 -0.106 0.251
H 1.353358 0.559990 3.575606 0.120 -0.112 0.281 0.557
H 2.248696 -0.197817 6.230892 -0.595 -0.720 -0.579 0.340
H 1.488028 -2.936163 6.386550 0.507 0.142 -0.361 0.367
H 0.922926 -3.678984 3.884880 -1.982 -6.073 -2.468 0.580
N -4.090255 -0.658874 1.063633 2.659 1.393 -0.602 0.619
C -5.280429 0.072758 0.989848 -0.453 -2.974 1.421 -0.228
C -6.297007 -0.854239 1.626951 1.234 1.440 -0.820 -0.562
C -5.555660 -2.051667 2.062287 1.434 1.469 0.004 -0.851
C -4.057431 -1.835322 1.790968 -7.828 2.221 -1.102 -0.570
H -3.133041 -0.316421 0.566632 -2.805 -1.015 1.640 0.044
H -5.179885 1.147279 0.608040 -0.771 -2.062 0.453 0.348
H -7.484175 -0.599474 1.729398 3.391 -0.864 -0.190 0.189
H -6.088230 -2.884796 2.617325 1.153 1.063 -0.799 0.264
H -3.218596 -2.430847 1.864920 1.424 -1.119 0.149 0.799
N 3.732916 1.371478 0.212280 3.487 0.288 -1.340 1.196
C 4.403419 1.347335 -0.980584 4.820 -2.012 1.298 -0.603
C 6.017783 1.008694 -0.757882 -6.573 1.919 2.811 -0.837
C 6.088520 1.096853 0.728546 -4.786 0.455 -1.581 -0.791
C 4.675469 1.310005 1.243187 0.695 -0.223 -0.710 -0.456
H 2.715555 1.536712 0.240917 0.889 -0.496 0.476 -0.537
H 3.849877 1.327800 -1.875666 -0.338 0.041 -1.045 0.543
H 6.684088 0.824594 -1.602595 -0.122 0.183 0.714 0.413
H 6.888138 1.052512 1.449859 0.237 -0.169 -0.329 0.433
H 4.134193 1.480973 2.200654 1.561 -0.385 -0.269 0.404
N 1.702564 4.027105 0.126949 1.142 -1.132 1.218 0.521
C 0.758053 5.010753 0.008025 5.852 2.704 -1.235 -0.349
C 1.462757 6.296809 -0.207661 -0.545 -2.231 0.794 -0.829
C 2.915536 5.978174 -0.017699 -1.561 -3.157 0.639 -0.659
C 3.012607 4.522882 0.215609 -7.617 7.445 -2.409 -0.551
H 1.394693 2.992293 0.320063 0.781 2.825 -0.459 -0.070
H -0.090745 4.504721 0.139779 -4.514 -0.172 -0.065 0.570
H 0.909645 7.276934 -0.467601 1.351 -1.834 0.699 0.293
H 3.811964 6.602734 0.130577 -0.915 -0.092 -0.514 0.332
H 3.692623 3.901207 0.414324 5.750 -4.333 1.382 0.622
N -1.961132 -1.313101 -2.864430 -1.721 2.743 0.359 0.545
C -3.154690 -0.409982 -2.826955 -0.356 -6.486 -4.390 -0.482
C -4.115771 -1.170178 -3.783086 6.152 -1.337 2.430 -1.055
C -3.406166 -2.419973 -4.244668 2.385 2.413 2.016 -0.744
C -2.046459 -2.458282 -3.625577 -2.743 2.632 -0.998 -0.116
H -1.067012 -0.962866 -2.425076 -1.622 -0.805 -0.466 -0.049
H -3.214850 0.529164 -2.309167 0.115 -0.176 0.182 0.625
H -5.138233 -1.152145 -3.982727 -1.471 0.994 -0.095 0.414
H -3.735158 -3.048592 -5.067013 -0.085 -0.098 0.483 0.373
H -1.043466 -2.917084 -3.794215 -1.415 -0.265 -0.025 0.258
N 1.212027 1.555525 -3.443525 1.586 2.065 0.407 0.572
C 1.246764 1.157589 -4.736447 0.409 2.645 -1.895 -0.464
C 1.696286 2.313524 -5.652684 -1.182 0.081 1.936 -0.845
C 1.989164 3.495421 -4.763910 -2.868 -9.319 4.441 -0.724
C 1.703936 2.830141 -3.302158 0.601 3.216 -2.373 -0.258
H 0.956379 0.933402 -2.645269 0.208 0.702 -0.947 -0.099
H 0.857444 0.151864 -4.762149 0.088 -0.087 -1.515 0.515
H 1.576567 2.380871 -6.834251 0.480 -0.548 2.955 0.198
H 2.270245 4.469572 -4.734169 0.866 2.539 -0.808 0.546
H 1.816329 3.392782 -2.286369 -0.367 -1.386 -2.086 0.426
C 2.857485 -2.552841 1.112485 0.205 -1.793 -0.865 0.195
N 3.773131 -3.679548 1.509173 0.415 2.553 -0.583 1.091
O 3.444690 -4.573970 2.213893 -1.403 -1.491 1.191 -0.622
O 4.878564 -3.542828 1.074171 2.096 -0.116 -0.720 -0.668
H 3.015092 -1.639882 1.617687 0.300 0.579 0.941 0.371
H 1.921112 -2.993855 1.178069 -2.032 -0.173 0.732 -0.701
H 2.993160 -2.443475 0.063225 0.579 0.323 -0.850 0.341
```
Positions in Å, forces in eV/Å.

Calculated values
E_HOMO, Eh: -0.11934
HOMO-LUMO gap, eV: 7.6
Net charge: -2
Energy above the lowest of the compared OMol25 structures with the same formula, charge and spin, eV: 1.228
Energy, eV: -82868.7030



2.
Molecular formula: C10H14O5Sm
Method: DFT, ωB97M-V with the def2-TZVPD basis set

Geometry as XYZ:
```
30
Properties=species:S:1:pos:R:3:forces:R:3:lowdin_spin:R:1
Sm 0.144481 0.157077 -0.915471 -0.036 0.028 1.307 5.055
O 0.166789 3.803251 -0.923885 0.180 -5.312 -0.695 0.001
C 0.200821 2.654764 -1.049988 -0.071 6.902 0.562 -0.008
C 0.190665 -2.352541 -1.166730 -0.031 -6.956 1.279 -0.006
O 0.185791 -3.490894 -0.945191 0.033 5.510 -1.309 0.001
C 2.672779 0.192880 -1.230983 5.042 0.024 0.081 -0.007
O 3.813138 0.173182 -1.190615 -3.775 0.083 -0.264 0.001
C -2.345629 0.181587 -1.344809 -5.462 -0.121 0.709 -0.007
O -3.478844 0.159664 -1.177575 4.193 0.097 -0.817 0.001
C 0.173378 0.847441 -3.603368 0.039 -1.191 -0.048 -0.004
H -0.754322 1.433733 -3.611757 0.144 -0.257 -0.228 0.001
H 1.100236 1.437743 -3.612691 -0.192 -0.289 -0.215 0.000
C 0.176552 -0.519276 -3.597065 -0.047 1.210 -0.120 -0.008
H 1.104494 -1.106059 -3.609250 -0.161 0.276 -0.209 0.000
H -0.749596 -1.108671 -3.607632 0.161 0.263 -0.231 0.000
C 1.750181 -1.111237 1.801987 -0.289 0.459 -0.247 0.000
C 0.241979 -1.350105 1.972250 0.757 0.721 -0.987 0.000
O -0.514933 -0.337806 1.178052 0.426 -0.054 -1.163 -0.016
C -0.789370 0.970075 1.801975 -0.111 -0.666 1.014 -0.002
C -1.958028 0.786131 2.761488 0.076 0.249 -0.462 -0.001
H 2.165271 -1.317020 0.771589 -0.535 -0.220 0.741 0.000
H 2.250895 -1.783073 2.501369 0.309 0.062 -0.160 0.000
H 2.036268 -0.068955 2.047221 -0.111 -0.500 0.159 0.000
H -0.059581 -2.291742 1.524211 -0.211 -0.157 0.513 0.000
H -0.096605 -1.206476 2.978258 -0.013 -0.405 0.573 0.000
H 0.134196 1.303132 2.294755 -0.222 0.065 -0.072 0.000
H -1.045075 1.688013 0.994424 -0.036 -0.200 -0.037 -0.001
H -1.714267 0.042043 3.530894 -0.093 0.344 -0.141 0.000
H -2.154101 1.752045 3.223195 -0.152 -0.066 0.219 0.000
H -2.847571 0.461083 2.205344 0.186 0.098 0.248 0.000
```
Positions in Å, forces in eV/Å.

Calculated values
E_HOMO (spin up / spin down), Eh: -0.81678 / -0.81842
HOMO-LUMO gap (spin up / spin down), eV: 8.0 / 8.6
Net charge: +3
<S²>: 8.76
Spin multiplicity: 6
Energy, eV: -38705.2802